Here is a 8-piece molecular cluster, C20H58N2O8 overall in a non-equilibrium geometry from OMol25. Energies are from ωB97M-V/def2-TZVPD.

```
88
Properties=species:S:1:pos:R:3:forces:R:3
C -5.988430 0.140501 -4.981154 0.23 0.56 2.09
C -7.082011 -0.835130 -4.540728 0.12 -1.03 -1.30
O -6.652008 -1.836727 -3.614953 0.05 0.40 0.15
H -5.438015 0.495816 -4.110018 -0.30 0.07 0.69
H -6.411281 1.076243 -5.346779 0.13 -0.32 -0.84
H -5.122953 -0.289611 -5.485178 -0.68 -0.18 -0.99
H -7.414428 -1.338917 -5.448366 -0.04 -0.24 -0.26
H -8.033114 -0.434101 -4.190460 0.49 0.67 0.51
H -6.323108 -2.595988 -4.101736 0.02 0.07 -0.04
C -0.074149 -2.355228 -9.290151 -0.08 0.53 0.80
C 0.616734 -1.005580 -9.671249 -0.50 -1.01 0.43
O 0.911219 -1.006820 -11.025555 0.60 0.08 -1.65
H 0.593665 -3.168240 -9.005314 0.57 0.38 0.01
H -0.706655 -2.847265 -10.029032 -0.13 0.78 -0.38
H -0.676768 -2.159805 -8.403162 -0.19 -0.15 0.09
H 1.529942 -0.892332 -9.087011 0.15 -0.09 0.12
H 0.043852 -0.092651 -9.508571 -0.58 -0.36 0.73
H 0.540683 -0.210497 -11.413066 0.16 -0.16 -0.15
C 8.453778 5.803983 3.426340 -0.40 1.15 0.37
C 8.187281 5.138330 4.755525 0.83 -0.93 0.01
O 9.254683 4.189741 4.948497 -0.19 0.12 0.08
H 7.657169 5.518506 2.739298 0.54 0.06 -0.43
H 9.475573 5.683031 3.066622 -0.23 -0.64 -0.09
H 8.399694 6.879237 3.596648 -0.33 0.19 -0.28
H 7.236514 4.607877 4.702971 -0.14 0.01 0.21
H 8.163393 5.847015 5.583336 -0.01 0.06 0.05
H 9.109597 3.698533 5.760451 -0.07 -0.01 0.09
C -6.250100 5.363774 -0.498535 -1.30 -0.16 1.28
C -4.917011 5.900110 -0.740951 1.64 0.39 1.11
O -4.859040 6.907232 -1.686660 0.19 0.35 -2.37
H -6.861877 5.186338 -1.383026 0.08 0.07 0.08
H -6.665996 6.103691 0.185316 -1.03 -0.08 -0.38
H -6.175047 4.467529 0.117274 -0.07 -0.26 -0.19
H -4.202832 5.115260 -0.990081 0.25 -0.06 0.23
H -4.606320 6.498772 0.115295 0.38 -1.09 0.92
H -4.310499 6.486983 -2.353051 -0.13 0.84 -0.69
C -8.979345 -1.794902 4.946162 -1.05 -0.69 1.33
C -8.251275 -1.703503 3.647477 0.98 -0.45 -0.12
O -8.421897 -2.887159 2.897739 -0.99 -1.06 -0.15
H -8.536335 -2.509070 5.640287 0.60 -0.01 -0.15
H -9.986102 -2.210894 4.907677 -0.29 0.35 -0.67
H -9.046143 -0.862897 5.507420 0.15 0.21 -0.32
H -7.197810 -1.752421 3.922969 0.33 1.07 -0.19
H -8.528408 -0.825756 3.063633 0.15 0.13 0.10
H -8.199164 -2.814772 1.966745 0.12 0.45 0.16
C 1.153502 6.941732 -5.103055 0.59 -1.01 -0.93
C 0.262935 5.842822 -5.634869 0.16 -1.40 -0.12
O -1.051597 6.250717 -5.915544 -0.66 0.59 0.36
H 2.092404 6.431169 -4.888846 0.19 0.01 0.27
H 0.801723 7.364468 -4.161962 -0.17 0.36 -0.43
H 1.418918 7.601009 -5.929502 -0.39 0.71 0.48
H 0.320422 4.998705 -4.947648 -0.65 0.04 0.83
H 0.620695 5.295860 -6.507192 0.76 0.73 -0.53
H -1.415650 5.760465 -6.656302 0.16 -0.04 0.09
C 6.692191 -8.372668 7.915724 -1.38 -1.54 -1.35
C 7.325804 -7.093042 7.377611 -1.45 -1.24 2.94
C 6.614426 -6.416981 6.215705 0.35 1.37 -1.02
O 5.772436 -5.313089 6.583961 0.66 -0.02 1.64
C 5.055706 -4.675901 5.552901 0.13 -1.33 -0.24
N 7.307535 -6.228697 8.565555 0.31 1.28 0.41
H 7.323875 -9.005410 8.539199 0.39 0.39 0.00
H 6.368400 -9.007697 7.091111 0.22 -0.39 -0.30
H 5.754804 -8.259908 8.460421 -0.01 0.63 0.16
H 8.333836 -7.451057 7.168357 0.22 0.89 -0.63
H 6.049697 -7.085382 5.565760 0.00 -0.42 0.12
H 7.429487 -5.990337 5.631127 0.01 0.08 -0.52
H 4.260365 -5.391949 5.345969 -0.40 0.34 -0.84
H 5.703871 -4.512693 4.691897 -0.08 -0.01 -0.28
H 4.617951 -3.718267 5.834725 0.27 -0.17 0.54
H 6.421166 -5.744863 8.584531 -0.06 0.73 -0.70
H 7.133663 -6.773822 9.397833 0.81 -0.58 0.09
C -0.391614 -1.970252 -1.895144 -0.28 -0.97 -1.28
C -0.478706 -1.418617 -0.536909 -1.18 1.95 1.58
C -0.592253 0.151543 -0.496785 2.46 -0.34 0.87
O 0.740806 0.768889 -0.301142 -0.48 0.29 -0.28
C 0.816615 1.820054 0.723436 -0.62 -2.16 -0.65
N -1.751134 -1.808756 0.127126 0.59 -0.61 0.28
H -1.376655 -1.866096 -2.350042 -0.01 0.27 -0.38
H -0.260842 -3.050207 -1.826587 0.29 -0.13 -0.15
H 0.362640 -1.551658 -2.561455 0.11 0.07 0.19
H 0.339178 -1.771076 0.091531 0.03 0.31 0.10
H -1.192073 0.393790 0.380503 -0.24 0.15 -0.27
H -1.020946 0.465733 -1.448418 -0.13 0.43 0.09
H 0.439664 1.308016 1.608770 -0.45 0.67 0.39
H 0.243568 2.692418 0.409278 0.06 0.07 0.28
H 1.855536 2.043214 0.966215 0.02 0.06 -0.64
H -2.548380 -1.513806 -0.418302 -0.10 0.18 -0.23
H -1.809631 -2.816609 0.157564 -0.08 -0.26 0.08
```
Forces are in eV/Å.

Orbital gap, eV: 9.02
Energy relative to the best compared isomer or geometry (same formula, charge and spin), kJ/mol: 439.9
Electronic energy, hartree: -1507.97130
HOMO, eV: -8.9
Molecular weight, g mol⁻¹: 454.69